(1)
C5H7N | wB97M-V/def2-TZVPD

Geometry as XYZ:
```
13
Properties=species:S:1:pos:R:3
C -0.56 -0.80 -1.11
C 0.30 0.37 -0.74
C -0.10 1.21 0.48
C 0.96 0.47 1.17
C 0.54 -0.69 1.86
N 0.31 -1.62 2.53
H -0.17 -1.42 -1.90
H -1.53 -0.47 -1.42
H -0.72 -1.46 -0.27
H 0.53 1.02 -1.56
H -1.13 1.05 0.78
H 0.12 2.27 0.35
H 1.36 0.03 -0.48
```

The HOMO-LUMO gap is 8.444 eV. The highest occupied orbital energy is -0.335 Ha. Its total charge is 0. Its spin multiplicity is 1.

Mulliken atomic charge list, values in e, 4 entries: -1.18 -0.23 -0.40 -0.52

=====

(2)
C5H7N | wB97M-V/def2-TZVPD

Geometry as XYZ:
```
13
Properties=species:S:1:pos:R:3
N 2.12 -0.95 1.53
C 1.66 -0.44 0.60
C 1.14 0.25 -0.59
C -0.23 0.63 -0.11
C -0.74 -0.42 0.81
C -1.48 0.11 -0.64
H 1.10 -0.45 -1.44
H 1.77 1.10 -0.86
H -0.35 1.61 0.35
H -0.76 -0.16 1.88
H -0.48 -1.46 0.71
H -1.41 -0.61 -1.47
H -2.34 0.78 -0.77
```

The HOMO-LUMO gap is 10.736 eV. The SMILES is N#CCC1CC1. The highest occupied orbital energy is -0.359 Ha. Its total charge is 0. Its spin multiplicity is 1.

Mulliken atomic charge list, values in e, 4 entries: -0.45 0.27 -0.51 0.19

=====

Bottom line: (2), by a margin of 34.2 kcal/mol.

=====

(1)
C5H7N | wB97M-V/def2-TZVPD

Geometry as XYZ:
```
13
Properties=species:S:1:pos:R:3
C -1.61 1.60 -1.42
C -0.59 0.97 -1.48
C 0.43 -0.02 -1.09
N -0.17 -0.70 0.05
C -0.04 0.00 1.31
C 0.72 -1.25 1.04
H -2.55 2.08 -1.27
H 0.62 -0.75 -1.89
H 1.39 0.47 -0.84
H -0.91 0.00 1.95
H 0.52 0.93 1.31
H 0.40 -2.19 1.47
H 1.79 -1.15 0.87
```

The HOMO-LUMO gap is 10.593 eV. The SMILES is C#CCN1CC1. The highest occupied orbital energy is -0.347 Ha. Its total charge is 0. Its spin multiplicity is 1.

Mulliken atomic charge list, values in e, 4 entries: -0.05 -0.44 -0.36 -0.32

=====

(2)
C5H7N | wB97M-V/def2-TZVPD

Geometry as XYZ:
```
13
Properties=species:S:1:pos:R:3
C 1.49 0.20 1.06
N 0.47 0.13 0.06
C -1.82 0.03 -0.45
C -0.66 -0.75 0.00
C -0.70 -0.59 -1.50
C 0.42 0.28 -1.27
H 2.10 -0.71 1.08
H 1.05 0.35 2.05
H 2.14 1.05 0.83
H -2.75 -0.43 -0.11
H -1.97 1.11 -0.48
H -0.75 -1.67 0.58
H 0.99 1.01 -1.85
```

The HOMO-LUMO gap is 8.645 eV. The highest occupied orbital energy is -0.292 Ha. Its total charge is 0. Its spin multiplicity is 1.

Mulliken atomic charge list, values in e, 4 entries: -0.83 0.06 -0.57 -0.13

=====

Bottom line: (1), by a margin of 42.4 kcal/mol.

=====

(1)
C4H9N2 | wB97M-V/def2-TZVPD

Geometry as XYZ:
```
15
Properties=species:S:1:pos:R:3
C 1.96 0.52 -0.72
C 2.66 -0.16 0.53
C 1.38 -0.53 0.03
C -2.66 0.68 0.26
N 0.51 -1.48 -0.01
N 2.57 1.25 0.35
H 2.13 0.65 -1.78
H 3.54 -0.74 0.75
H -3.66 0.79 -0.15
H -1.94 0.76 -0.55
H -2.48 1.47 0.98
H 0.50 -2.21 0.69
H -0.26 -1.46 -0.66
H 3.44 1.74 0.13
H -2.58 -0.28 0.74
```

The HOMO-LUMO gap is 10.121 eV. The highest occupied orbital energy is -0.516 Ha. Its total charge is +1. Its spin multiplicity is 1.

Mulliken atomic charge list, values in e, 4 entries: -0.18 -0.26 0.74 -0.92

=====

(2)
C4H9N2 | wB97M-V/def2-TZVPD

Geometry as XYZ:
```
15
Properties=species:S:1:pos:R:3
C -2.95 0.79 -0.75
C 2.21 -0.57 0.70
C 1.06 0.32 0.26
C -0.15 -0.56 -0.19
N -2.28 0.58 0.55
N -1.43 0.05 -0.20
H -3.48 -0.03 -1.21
H -2.57 1.63 -1.33
H 2.23 -1.03 1.68
H 2.28 -1.33 -0.09
H 3.14 0.14 0.91
H 1.17 1.03 -0.60
H 0.85 1.05 1.06
H 0.16 -0.71 -1.22
H -0.24 -1.35 0.44
```

The HOMO-LUMO gap is 9.290 eV. The SMILES is CCC[N+]1=NC1. The highest occupied orbital energy is -0.562 Ha. Its total charge is +1. Its spin multiplicity is 1.

Mulliken atomic charge list, values in e, 4 entries: -0.02 -1.07 -0.39 -0.55

=====

Bottom line: (1), by a margin of 53.2 kcal/mol.

=====

(1)
C4H9N2 | wB97M-V/def2-TZVPD

Geometry as XYZ:
```
15
Properties=species:S:1:pos:R:3
C 0.75 -0.70 -0.40
C -0.61 -0.73 0.28
C -2.44 0.76 0.08
C 2.55 0.66 0.24
N 1.31 0.56 -0.09
N -1.31 0.38 -0.31
H 1.49 -1.39 0.11
H 0.61 -1.07 -1.45
H -1.03 -1.78 -0.03
H -0.59 -0.50 1.30
H -3.07 1.53 -0.30
H -2.96 0.11 0.74
H 3.02 1.55 0.47
H 3.03 -0.30 0.37
H -0.78 0.93 -1.01
```

The HOMO-LUMO gap is 8.821 eV. The SMILES is C=NCC[NH+]=C. The highest occupied orbital energy is -0.508 Ha. Its total charge is +1. Its spin multiplicity is 1.

Mulliken atomic charge list, values in e, 4 entries: -0.65 -0.63 -0.15 -0.17

=====

(2)
C4H9N2 | wB97M-V/def2-TZVPD

Geometry as XYZ:
```
15
Properties=species:S:1:pos:R:3
C -0.62 -0.94 0.67
C -1.63 -0.22 -0.32
C 0.19 1.49 0.36
C 0.41 0.08 0.05
N -0.49 0.63 -0.93
N 1.69 -0.36 -0.48
H -0.88 -0.59 1.61
H -0.32 -1.97 0.50
H -2.08 -0.86 -1.06
H -2.54 0.43 0.03
H -0.53 1.61 1.28
H 0.81 2.30 0.11
H 1.54 -0.84 -1.45
H 2.04 -1.17 0.10
H 2.40 0.42 -0.47
```

The HOMO-LUMO gap is 10.529 eV. The SMILES is [NH3+][C@]12CCN1C2. The highest occupied orbital energy is -0.528 Ha. Its total charge is +1. Its spin multiplicity is 1.

Mulliken atomic charge list, values in e, 4 entries: -0.70 -0.45 -0.70 0.50

=====

Bottom line: (1), by a margin of 24.1 kcal/mol.